{"formula": "C19H37O9Rb", "method": "the ωB97M-V functional and the def2-TZVPD basis", "elements": ["Rb", "O", "C", "O", "O", "H", "C", "C", "O", "C", "H", "H", "H", "H", "H", "H", "C", "C", "O", "C", "H", "H", "H", "H", "H", "H", "C", "C", "O", "C", "H", "H", "H", "H", "H", "H", "C", "C", "O", "C", "H", "H", "H", "H", "H", "H", "C", "C", "O", "C", "H", "H", "H", "H", "H", "H", "C", "C", "O", "C", "H", "H", "H", "H", "H", "H"], "positions_angstrom": [[-4.5485, -15.4336, 23.2778], [-7.9395, -12.4274, 21.8471], [-6.9358, -13.2050, 22.2571], [-5.7552, -12.8177, 22.1541], [-7.2006, -14.3494, 22.6873], [-7.2782, -11.8007, 21.5444], [-10.1151, -9.5114, 21.1692], [-10.7831, -9.0140, 19.8581], [-12.0073, -8.8918, 19.7484], [-9.8856, -8.5218, 18.7717], [-9.3502, -10.2782, 21.0464], [-10.8097, -9.8529, 21.9367], [-9.6394, -8.6305, 21.6002], [-10.4312, -8.1589, 17.9007], [-9.2167, -9.3108, 18.4278], [-9.2566, -7.6898, 19.0883], [-4.5340, -9.5826, 21.2751], [-5.9084, -8.9984, 20.8469], [-6.7716, -9.6750, 20.3160], [-6.2188, -7.4883, 21.0803], [-4.1658, -9.0832, 22.1713], [-3.8095, -9.3942, 20.4828], [-4.6721, -10.6564, 21.4015], [-5.5467, -6.9118, 20.4447], [-5.9662, -7.2890, 22.1217], [-7.2217, -7.1307, 20.8469], [-7.5228, -16.6339, 20.0885], [-6.0793, -16.1996, 19.8365], [-5.1724, -16.5920, 20.5009], [-5.7298, -15.4824, 18.5464], [-7.6406, -17.5033, 20.7353], [-8.0133, -16.7899, 19.1276], [-8.0748, -15.7860, 20.4941], [-6.1590, -16.0295, 17.7071], [-4.6449, -15.4872, 18.4416], [-6.0522, -14.4449, 18.6350], [-8.8220, -13.2354, 18.5546], [-8.5165, -13.3680, 17.0904], [-8.0668, -14.3678, 16.5669], [-8.9071, -12.1412, 16.2724], [-9.0590, -12.1855, 18.7270], [-7.9533, -13.5508, 19.1325], [-9.6883, -13.8231, 18.8581], [-8.1509, -11.3599, 16.3479], [-9.8878, -11.8036, 16.6078], [-8.9821, -12.5086, 15.2489], [-5.9362, -14.6145, 27.3944], [-7.0857, -13.6692, 27.3923], [-7.9958, -13.7547, 28.1750], [-7.0401, -12.5734, 26.3385], [-5.0540, -14.0809, 27.7479], [-5.6884, -14.8336, 26.3558], [-6.1626, -15.4963, 27.9937], [-6.9799, -13.0071, 25.3403], [-6.2050, -11.8788, 26.4288], [-7.9630, -11.9965, 26.3976], [-2.1060, -12.2627, 22.2528], [-2.3353, -11.3162, 23.4052], [-1.6549, -10.2730, 23.5032], [-3.5135, -11.6706, 24.3261], [-2.9856, -12.2589, 21.6090], [-1.8491, -13.2740, 22.5681], [-1.2930, -11.8814, 21.6349], [-4.4367, -11.3733, 23.8286], [-3.3864, -11.1041, 25.2486], [-3.4713, -12.7305, 24.5771]], "atomic_forces_ev_per_a": [[0.17, -0.34, -0.28], [1.75, -1.37, 0.85], [-1.91, 0.89, -0.79], [-0.08, -1.21, 0.59], [0.75, -0.66, 0.51], [-0.72, 2.63, -1.37], [-0.41, 0.33, -0.26], [-2.16, 0.31, 0.73], [2.20, -0.57, 0.43], [0.45, 0.04, -0.76], [0.02, 0.17, -0.37], [-0.37, -0.02, -0.43], [0.30, 0.07, -0.04], [-0.32, -0.16, 0.22], [0.18, -0.08, 0.13], [0.09, -0.10, 0.34], [-1.23, 0.69, -0.29], [-0.90, 1.02, -0.31], [0.67, -0.60, 0.49], [1.12, -0.90, 0.07], [0.00, -0.16, 0.05], [-0.01, -0.02, -0.08], [0.16, 0.08, 0.06], [0.28, 0.09, 0.13], [-0.02, 0.34, 0.00], [-0.06, -0.70, 0.05], [0.08, 0.84, -0.42], [-1.33, -0.75, -2.26], [1.61, -0.39, 2.64], [0.08, 0.00, 0.62], [0.30, 0.16, -0.03], [0.08, -0.24, -0.05], [-0.06, 0.07, 0.29], [-0.31, 0.53, -0.06], [-0.06, -0.01, 0.11], [-0.28, -0.04, -0.59], [0.20, 0.25, 0.20], [-0.36, -0.05, -0.88], [-0.09, 0.48, 0.65], [0.03, -1.20, -0.34], [0.13, -0.07, 0.44], [-0.10, 0.03, 0.14], [0.03, -0.15, -0.16], [-0.12, 0.09, 0.09], [0.11, 0.30, 0.00], [0.06, 0.40, -0.10], [0.34, -0.05, -0.14], [-0.25, 0.63, -0.01], [0.03, -0.02, -0.10], [-0.57, 0.27, -0.06], [0.05, -0.07, 0.38], [-0.07, -0.46, -0.11], [0.24, 0.07, -0.15], [0.02, -0.16, -0.11], [0.18, -0.16, 0.26], [0.06, -0.02, 0.01], [0.45, 0.47, -0.37], [1.28, 2.30, -0.10], [-2.13, -2.86, 0.12], [1.27, 0.82, 0.16], [-0.23, -0.29, 0.11], [-0.16, -0.08, 0.09], [0.08, -0.06, 0.15], [-0.05, -0.25, 0.06], [-0.20, 0.02, -0.02], [-0.27, -0.09, -0.13]], "e_homo_ev": [-11.48, -11.48], "s2": 0.7582, "charge": 1, "homo_lumo_gap_ev": [8.1, 3.2], "multiplicity": 2, "total_energy_ev": -39377.9742}